ORCA calculation (the ωB97M-V functional and the def2-TZVPD basis) on a molecular structure, C35H25BrN7O4SV.

The energy above the lowest of the compared OMol25 structures with the same formula, charge and spin is 9.1 kcal/mol. The multiplicity is 3. As for the highest occupied orbital energy (alpha / beta): -7.253 / -7.531 eV. Its charge is 0. The calculated total energy is -161891.45765 eV. The HOMO-LUMO gap (alpha / beta) comes out at 0.2619 / 0.2694 Eh. As for the maximum force: 1.8 eV Å⁻¹. For the molecular weight, the calculation gives 770.54 g mol⁻¹.

Structure (XYZ):
```
74
Properties=species:S:1:pos:R:3:forces:R:3
V -1.3048 -0.0306 0.6578 -0.513 0.461 -0.072
C -0.9123 -0.2304 5.0110 -0.082 0.077 0.002
C -1.4992 0.0222 3.7654 -0.019 0.003 -0.079
N -1.1815 -0.6448 2.6759 0.409 -0.263 0.437
C -0.2237 -1.6296 2.7582 -0.353 0.073 -0.234
C 0.4105 -1.9415 3.9638 0.166 -0.104 0.087
C 0.0419 -1.2006 5.1032 0.093 -0.066 0.107
C 1.3975 -2.9635 3.9685 -0.123 0.144 0.050
C 1.6942 -3.6041 2.8080 0.004 -0.101 -0.303
C 1.0470 -3.2928 1.5802 0.252 -0.178 0.137
C 0.0954 -2.3175 1.5345 -0.582 0.256 0.105
N -0.6646 -1.8480 0.4628 0.236 -0.236 0.040
C -1.3098 -2.6038 -0.5068 -0.121 0.323 0.554
C -0.8950 -3.7564 -1.1156 -0.060 -0.275 -0.399
C -1.7093 -4.3711 -2.1039 0.289 -0.027 0.166
C -2.9212 -3.8677 -2.4685 -0.122 0.155 0.044
C -3.4084 -2.7007 -1.8212 -0.053 -0.157 -0.205
C -4.6733 -2.1204 -2.0749 -0.004 -0.173 -0.158
C -5.0856 -1.0353 -1.3657 0.045 0.162 0.179
C -4.2238 -0.4984 -0.3887 -0.154 0.000 -0.116
N -3.0426 -0.9986 -0.1352 0.192 -0.271 -0.304
C -2.6089 -2.0904 -0.8529 0.071 0.166 0.501
H -1.2009 0.3665 5.8640 -0.002 -0.016 0.001
H -2.2340 0.8107 3.6545 0.003 0.025 -0.020
H 0.5353 -1.3983 6.0479 -0.003 -0.024 -0.026
H 1.9065 -3.2094 4.8916 -0.008 0.018 -0.008
H 2.4571 -4.3724 2.8071 -0.010 -0.001 -0.034
H 1.3547 -3.8012 0.6788 0.023 -0.023 0.021
H 0.0658 -4.1888 -0.8781 -0.033 0.006 -0.040
H -1.3415 -5.2690 -2.5854 0.011 0.016 0.016
H -3.5227 -4.3505 -3.2283 0.000 0.027 0.007
H -5.3095 -2.5513 -2.8397 0.028 -0.016 0.018
H -6.0456 -0.5715 -1.5425 0.009 -0.009 0.004
H -4.5184 0.3718 0.1866 0.004 0.009 -0.006
N 5.3939 4.7028 -1.0646 0.024 -0.136 0.083
C 4.4627 3.9529 -0.3633 0.074 0.118 -0.093
C 3.9050 2.8054 -0.9345 -0.034 -0.056 -0.019
C 3.0242 2.0247 -0.2138 0.006 0.007 0.053
C 2.6784 2.3838 1.0851 0.164 0.197 -0.165
C 3.2105 3.5295 1.6554 0.009 -0.008 -0.057
C 4.1011 4.3066 0.9373 -0.021 0.030 0.065
S 1.5821 1.3703 1.9921 -0.079 -0.209 -0.339
O 2.0629 0.0177 1.8725 -0.028 -0.040 0.205
O 1.4043 1.9578 3.2945 0.016 -0.063 0.059
N 0.1725 1.3598 1.1793 -0.257 1.029 0.185
C -0.5734 2.5021 1.0288 0.118 -0.753 0.220
N -0.0715 3.7369 1.0259 0.017 0.077 0.002
C -0.9047 4.7085 0.6913 -0.025 0.032 -0.036
C -2.2325 4.4936 0.3385 0.137 0.088 0.060
C -2.6776 3.1970 0.4438 -0.369 -0.355 0.127
N -1.8917 2.2014 0.8389 0.470 -0.122 0.033
H 5.4387 4.5760 -2.0599 -0.045 0.027 -0.011
H 5.5770 5.6379 -0.7475 -0.051 0.020 -0.009
H 4.1714 2.5248 -1.9471 0.013 -0.006 0.020
H 2.6069 1.1308 -0.6616 0.005 0.016 0.046
H 2.9167 3.8081 2.6579 -0.010 -0.018 -0.002
H 4.5206 5.2011 1.3836 0.009 -0.023 0.002
H -0.4946 5.7136 0.6897 0.036 -0.018 0.026
H -2.8884 5.2938 0.0330 0.028 0.010 -0.008
H -3.7108 2.9412 0.2353 0.011 -0.004 -0.025
Br 3.5065 -2.1623 -2.0505 0.036 -0.013 -0.017
C 1.9625 -1.6497 -3.0253 -0.039 0.005 0.009
C 1.7802 -2.0971 -4.3235 -0.049 0.038 -0.022
C 0.6272 -1.7207 -5.0031 -0.012 0.002 0.013
C -0.3242 -0.9176 -4.3890 0.010 -0.050 -0.043
C -0.1294 -0.4886 -3.0830 -0.016 0.030 0.044
C 1.0264 -0.8486 -2.3999 -0.054 -0.037 0.066
C -1.1975 0.3353 -2.4060 0.178 -0.036 0.889
O -2.1151 0.8270 -3.0226 -0.264 0.035 -0.247
O -1.0349 0.4660 -1.1072 0.436 0.203 -1.690
H 2.5259 -2.7252 -4.7923 -0.027 0.003 -0.001
H 0.4719 -2.0654 -6.0179 0.010 0.013 0.016
H -1.2292 -0.6186 -4.9020 0.025 -0.013 0.004
H 1.1767 -0.5252 -1.3807 -0.044 0.002 0.089
```
Positions in Å, forces in eV/Å.

ORCA calculation (the ωB97M-V functional and the def2-TZVPD basis) on a molecular structure, C35H25Cl2MgO4P2S5.

The energy above the lowest of the compared OMol25 structures with the same formula, charge and spin is 0.0 kcal/mol. As for the highest occupied orbital energy: -3.066 eV. Its charge is -1. The calculated total energy is -148144.76438 eV. The HOMO-LUMO gap comes out at 0.1819 Eh. As for the maximum force: 0.4 eV Å⁻¹. For the molecular weight, the calculation gives 827.07 g mol⁻¹.

Structure (XYZ):
```
74
Properties=species:S:1:pos:R:3:forces:R:3
Mg 0.9563 -1.3064 1.6631 0.220 0.047 0.321
S 6.0880 -0.6733 6.8738 -0.046 -0.019 -0.043
C 4.9237 -0.9183 5.7016 0.064 0.085 0.072
S 5.2675 -1.1151 4.0355 -0.021 -0.032 0.047
C 3.6346 -1.3253 3.4397 -0.015 0.000 -0.020
C 2.6621 -1.2610 4.3823 -0.003 0.007 -0.026
S 0.9344 -1.4075 4.1901 0.023 -0.023 -0.107
S 3.2401 -0.9780 6.0124 0.057 -0.033 0.008
S 3.4692 -1.6016 1.7207 -0.156 0.030 -0.049
O 0.9382 -1.2155 -0.4692 0.098 -0.044 0.029
P -0.1782 -0.5901 -1.2397 -0.059 -0.043 0.068
C -0.7417 0.9822 -0.5321 -0.056 -0.008 -0.116
P 0.5990 1.7131 0.4583 -0.005 0.054 -0.053
O 0.9828 0.8450 1.5998 0.011 -0.113 -0.008
C -0.0403 3.3210 0.9660 0.083 0.012 0.008
C -1.3317 3.4190 1.4802 -0.027 -0.026 0.020
C -1.7998 4.6324 1.9582 -0.001 -0.010 -0.006
C -0.9781 5.7511 1.9331 0.016 0.012 -0.001
C 0.3138 5.6556 1.4369 -0.005 0.009 0.003
C 0.7841 4.4428 0.9555 -0.024 0.017 -0.027
C 1.9537 2.0145 -0.6870 -0.056 0.017 0.006
C 3.1700 1.3980 -0.4157 0.015 0.008 0.064
C 4.2260 1.5581 -1.3053 0.028 -0.009 -0.010
C 4.0636 2.3193 -2.4522 0.001 0.002 0.002
C 2.8440 2.9323 -2.7242 -0.005 0.036 0.013
C 1.7898 2.7833 -1.8403 -0.001 -0.006 -0.011
C -1.6063 -1.6723 -1.3978 -0.024 0.077 -0.041
C -2.9153 -1.2057 -1.4472 -0.001 0.052 0.006
C -3.9705 -2.1046 -1.4904 -0.014 -0.002 -0.006
C -3.7200 -3.4695 -1.4938 -0.002 0.005 0.002
C -2.4130 -3.9359 -1.4617 0.016 -0.009 0.021
C -1.3553 -3.0413 -1.4096 0.011 -0.043 -0.003
C 0.3952 -0.2028 -2.9031 -0.006 0.031 -0.043
C -0.4471 0.3604 -3.8595 0.026 -0.017 0.001
C 0.0463 0.6807 -5.1134 -0.008 0.012 0.006
C 1.3815 0.4361 -5.4137 0.013 0.001 -0.016
C 2.2186 -0.1300 -4.4647 0.004 -0.014 0.004
C 1.7288 -0.4514 -3.2061 -0.019 -0.003 -0.018
H -1.5520 0.7599 0.1660 0.004 0.015 0.001
H -1.0734 1.6735 -1.3099 0.003 -0.004 0.007
H -1.9654 2.5416 1.5332 0.012 -0.004 0.007
H -2.8016 4.7012 2.3621 0.004 -0.003 -0.001
H -1.3421 6.6977 2.3122 -0.002 -0.003 -0.001
H 0.9604 6.5236 1.4310 -0.004 0.000 0.001
H 1.7949 4.3679 0.5742 -0.004 -0.002 0.006
H 3.2854 0.7823 0.4744 -0.018 -0.031 -0.045
H 5.1725 1.0768 -1.0928 -0.014 0.002 -0.004
H 4.8896 2.4386 -3.1433 -0.006 -0.004 0.001
H 2.7186 3.5217 -3.6239 -0.003 -0.006 0.005
H 0.8392 3.2642 -2.0489 0.010 -0.005 0.000
H -3.1236 -0.1423 -1.4063 0.009 -0.030 0.003
H -4.9890 -1.7377 -1.4950 0.005 -0.004 0.000
H -4.5449 -4.1708 -1.5023 0.005 0.007 -0.005
H -2.2174 -5.0008 -1.4480 0.001 0.008 -0.003
H -0.3345 -3.3972 -1.3340 -0.004 0.002 0.008
H -1.4920 0.5412 -3.6299 -0.006 -0.004 0.005
H -0.6079 1.1173 -5.8574 0.003 -0.002 0.000
H 1.7675 0.6880 -6.3938 -0.003 -0.002 0.006
H 3.2590 -0.3171 -4.6981 -0.002 0.004 -0.002
H 2.3693 -0.8819 -2.4465 0.005 0.001 0.004
Cl -5.5484 -4.6827 2.8451 -0.042 -0.032 0.019
C -4.2036 -3.6363 2.4736 0.029 0.009 0.015
C -4.4343 -2.2717 2.2862 0.035 0.007 -0.013
C -3.3881 -1.4458 1.9746 -0.025 -0.031 -0.024
Cl -3.7100 0.2426 1.6931 -0.035 0.052 0.024
C -2.0377 -1.8974 1.8287 0.011 -0.022 -0.080
O -1.1074 -1.1035 1.4916 -0.063 0.008 0.053
C -1.8622 -3.3000 2.0336 -0.077 0.069 -0.011
C -0.5803 -3.9372 1.8170 0.068 -0.140 0.071
O 0.4738 -3.4075 1.5147 -0.043 0.051 -0.130
C -2.9362 -4.1398 2.3518 -0.006 0.029 -0.029
H -5.4341 -1.8696 2.3750 -0.005 -0.001 0.003
H -0.6024 -5.0380 1.9266 0.023 0.002 0.006
H -2.7558 -5.2002 2.4853 0.003 0.005 0.004
```
Positions in Å, forces in eV/Å.

ORCA calculation (the ωB97M-V functional and the def2-TZVPD basis) on 6 unconnected molecules or ions with the total composition C35H25F7NO24PS.

As for the highest occupied orbital energy: -9.628 eV. Its charge is 0. The calculated total energy is -126472.66934 eV. The HOMO-LUMO gap comes out at 0.2938 Eh. As for the maximum force: 2.1 eV Å⁻¹. For the molecular weight, the calculation gives 1039.60 g mol⁻¹.

Structure (XYZ):
```
94
Properties=species:S:1:pos:R:3:forces:R:3
N 0.5180 1.4114 1.1201 0.196 -0.257 0.056
C 1.8715 0.9864 1.4007 0.680 0.016 -0.362
P 1.9964 -0.5897 0.4975 -0.191 -0.427 0.444
C 1.2810 -0.4335 -1.3163 0.109 0.837 -1.924
O 0.2747 -1.0856 -1.3861 -0.648 -0.640 0.343
O 1.9363 0.3199 -2.0162 0.121 -0.106 0.766
S 4.1168 -1.0299 0.5519 0.637 1.279 0.618
O 4.7440 -0.0010 -0.2163 -0.037 0.018 -0.673
O 4.5588 -1.1581 1.9063 -0.290 -0.852 0.348
C 4.3887 -2.6018 -0.4232 -0.437 0.244 -0.325
F 5.6747 -2.9286 -0.3658 0.001 0.023 0.245
F 4.0695 -2.2767 -1.6846 0.045 -0.006 0.015
C 3.4803 -3.7873 -0.0471 0.661 -0.587 0.135
F 2.2092 -3.4347 -0.2801 -0.334 0.156 -0.108
F 3.7989 -4.7815 -0.8849 0.054 -0.105 -0.056
C 3.5909 -4.3269 1.4255 -0.254 -0.353 -0.414
F 2.5354 -3.8808 2.1131 0.031 0.170 0.302
F 3.5411 -5.6549 1.4090 -0.003 0.155 0.028
F 4.7020 -3.9422 2.0181 0.191 0.025 0.072
H 0.4683 1.7040 0.1543 -0.294 0.121 -0.124
H 0.2744 2.2017 1.6933 -0.171 0.132 0.166
H 2.0750 0.8396 2.4509 -0.150 -0.143 0.339
H 2.6484 1.6388 1.0012 0.136 0.046 0.009
H 1.3904 -1.6308 1.2087 0.085 0.117 0.212
C 1.1348 -9.2435 5.5133 0.147 -0.124 -0.025
C 0.2513 -8.2370 5.5202 0.044 -0.236 0.102
C 0.4498 -7.0001 4.6878 0.338 0.109 -0.271
O -0.4125 -6.1429 4.7372 -0.198 0.020 0.094
C 1.6484 -6.8953 3.8773 -0.100 0.060 0.046
C 2.5355 -7.8992 3.8688 -0.011 0.168 -0.138
C 2.3230 -9.1483 4.6841 -0.369 -0.104 0.309
O 3.1680 -10.0184 4.6048 0.198 0.002 -0.129
O 3.6548 -7.9024 3.1563 -0.160 -0.111 0.155
O -0.8560 -8.2462 6.2460 -0.058 0.076 -0.005
H 1.0016 -10.1382 6.1043 -0.026 0.001 0.006
H 1.7780 -5.9987 3.2974 0.019 0.097 -0.097
H 4.0621 -8.7712 3.3432 0.154 -0.055 -0.028
H -1.3097 -7.4029 6.0590 -0.044 0.060 -0.016
C -3.1136 1.3696 -1.8693 0.110 -0.062 0.094
C -4.0345 1.7478 -2.7671 0.194 -0.165 0.086
C -4.8844 2.9745 -2.5684 0.013 0.261 0.337
O -5.6813 3.2569 -3.4424 -0.039 -0.101 -0.187
C -4.7091 3.7487 -1.3519 -0.164 0.116 -0.137
C -3.7911 3.3696 -0.4547 -0.179 0.133 -0.060
C -2.9251 2.1572 -0.6667 0.052 -0.380 -0.373
O -2.0986 1.8902 0.1877 -0.118 0.310 0.171
O -3.5679 4.0197 0.6793 0.072 -0.008 0.057
O -4.2687 1.0876 -3.8894 -0.074 0.020 -0.082
H -2.4914 0.4940 -2.0028 0.006 0.017 -0.016
H -5.3345 4.6208 -1.2135 0.042 0.023 0.030
H -2.8598 3.5264 1.1330 0.061 -0.058 0.043
H -4.9741 1.5781 -4.3514 -0.050 0.040 -0.042
C -2.7122 -3.1497 2.2121 0.120 0.104 -0.017
C -3.6975 -4.0572 2.2417 0.097 0.247 0.045
C -3.4890 -5.4765 1.7837 0.365 -0.180 -0.152
O -4.4345 -6.2360 1.8641 -0.211 0.037 0.068
C -2.1832 -5.8528 1.2748 -0.130 -0.092 0.010
C -1.1999 -4.9443 1.2414 -0.148 -0.243 -0.033
C -1.4041 -3.5330 1.7232 -0.355 0.182 0.176
O -0.4509 -2.7768 1.6801 0.283 -0.086 -0.049
O 0.0167 -5.2103 0.7914 0.127 0.027 0.033
O -4.9191 -3.7890 2.6722 -0.091 -0.064 0.015
H -2.8502 -2.1295 2.5405 -0.019 0.001 0.003
H -2.0469 -6.8692 0.9345 0.029 -0.005 -0.006
H 0.5233 -4.3816 0.8729 -0.009 0.098 -0.017
H -5.4243 -4.6200 2.5878 -0.036 -0.066 -0.003
C -5.1206 8.6912 -4.9144 0.105 0.042 -0.136
C -5.6844 8.2961 -3.7652 -0.037 0.118 -0.231
C -4.8937 7.6077 -2.6857 0.454 -0.156 -0.003
O -5.4812 7.2958 -1.6671 -0.259 0.000 0.055
C -3.4855 7.3481 -2.9174 -0.094 -0.053 0.149
C -2.9219 7.7395 -4.0682 0.036 -0.127 0.233
C -3.7069 8.4500 -5.1390 -0.438 0.111 -0.015
O -3.1094 8.7838 -6.1434 0.219 -0.041 -0.054
O -1.6465 7.5398 -4.3570 0.048 0.032 -0.081
O -6.9653 8.4764 -3.4847 -0.041 -0.018 0.090
H -5.6787 9.1880 -5.6949 -0.025 0.005 0.012
H -2.9311 6.8393 -2.1414 0.023 0.007 -0.007
H -1.5063 7.9221 -5.2442 0.010 0.034 -0.071
H -7.1042 8.1001 -2.5953 -0.014 -0.030 0.069
C 4.6784 5.8967 -1.8112 0.089 0.044 -0.145
C 4.0100 5.4163 -0.7563 0.075 0.215 -0.088
C 3.8491 3.9387 -0.5218 0.205 -0.303 -0.388
O 3.2320 3.5958 0.4756 -0.094 0.257 0.125
C 4.4185 3.0185 -1.4803 -0.174 -0.156 0.248
C 5.0834 3.4961 -2.5419 -0.084 -0.172 0.115
C 5.2667 4.9730 -2.7675 -0.139 0.345 0.217
O 5.8985 5.3227 -3.7448 0.077 -0.129 -0.146
O 5.6275 2.7228 -3.4653 0.051 0.051 -0.052
O 3.4423 6.1901 0.1596 -0.042 -0.028 0.069
H 4.8020 6.9554 -1.9885 -0.007 0.010 0.022
H 4.2790 1.9596 -1.3075 0.024 0.020 -0.094
H 6.0439 3.3229 -4.1119 0.039 0.040 -0.057
H 3.0367 5.5846 0.8073 -0.025 -0.046 0.057
```
Positions in Å, forces in eV/Å.